A.
{
  "formula": "C3H5N3O",
  "method": "ωB97M-V/def2-TZVPD",
  "gap_ev": 10.3,
  "e_lumo_ev": 0.702,
  "smiles": "[H]/N=C(\\N)[C@@H]1NC1=O",
  "elements": ["N", "C", "H", "N", "O", "H", "H", "C", "N", "H", "H", "C"],
  "xyz": [[0.0829, 1.5196, -0.2430], [0.2002, -0.7123, 0.5499], [-2.1527, 0.6466, -1.3712], [-1.7519, 0.0550, -0.6587], [2.4705, -1.2153, -0.5937], [1.5057, 0.7151, 1.4476], [-0.4541, 2.2113, -0.7643], [1.6271, -0.8915, 0.1891], [1.3744, -0.2944, 1.3771], [-1.9841, -0.9228, -0.7431], [-0.4092, -1.5021, 0.9866], [-0.5089, 0.3907, -0.1763]]
}

---

B.
{
  "formula": "C3H5N3O",
  "method": "ωB97M-V/def2-TZVPD",
  "gap_ev": [6.7, 8.2],
  "e_lumo_ev": [-2.020, -1.462],
  "elements": ["H", "N", "H", "H", "H", "N", "C", "O", "C", "N", "H", "C"],
  "xyz": [[1.6433, -1.0392, -0.4861], [0.7048, 0.0153, 1.7162], [0.4363, 0.4516, 2.5999], [2.1718, 1.1257, -0.5081], [-1.9967, -0.7388, -1.8950], [-1.6291, 0.2088, 1.1981], [-0.1817, -0.6294, -0.4513], [-2.2746, -0.0710, 0.0018], [-1.5380, -0.5131, -0.9421], [0.8250, -1.0530, -1.1040], [2.0354, 1.0488, 0.2222], [-0.3173, -0.1131, 0.9519]]
}

---

In kcal/mol, relative to the most stable structure: A 0.0; B 87.1.